{
  "formula": "C51H108F20N10O22S8",
  "method": "ωB97M-V with the def2-TZVPD basis set",
  "total_charge": 2,
  "lumo_energy_ev": -3.6,
  "e_homo_ha": -0.460,
  "multiplicity": 1,
  "species": ["C", "O", "C", "C", "N", "H", "H", "C", "C", "O", "C", "H", "H", "H", "H", "H", "H", "H", "H", "H", "H", "H", "H", "H", "H", "C", "O", "C", "C", "N", "H", "H", "C", "C", "O", "C", "H", "H", "H", "H", "H", "H", "H", "H", "H", "H", "H", "H", "H", "H", "C", "O", "C", "C", "N", "H", "H", "C", "C", "O", "C", "H", "H", "H", "H", "H", "H", "H", "H", "H", "H", "H", "H", "H", "H", "C", "C", "C", "C", "N", "C", "C", "C", "C", "C", "H", "H", "H", "H", "H", "H", "H", "H", "H", "H", "H", "H", "H", "H", "H", "H", "H", "H", "H", "H", "C", "C", "C", "C", "N", "C", "C", "C", "C", "C", "H", "H", "H", "H", "H", "H", "H", "H", "H", "H", "H", "H", "H", "H", "H", "H", "H", "H", "H", "H", "C", "C", "C", "C", "N", "C", "C", "C", "C", "C", "H", "H", "H", "H", "H", "H", "H", "H", "H", "H", "H", "H", "H", "H", "H", "H", "H", "H", "H", "H", "N", "S", "O", "O", "F", "S", "O", "O", "F", "C", "F", "F", "F", "S", "O", "O", "N", "S", "O", "O", "C", "F", "F", "F", "C", "F", "F", "F", "S", "O", "O", "N", "S", "O", "O", "C", "F", "F", "F", "C", "F", "F", "F", "S", "O", "O", "N", "S", "O", "O", "C", "F", "F", "F"],
  "positions_angstrom": [[3.572378, 1.135865, -4.288570], [4.432575, 1.938949, -5.000640], [5.771996, 1.620804, -4.950112], [6.514176, 2.473800, -3.923398], [6.215332, 3.939759, -3.909366], [5.560504, 4.129097, -4.608651], [5.821227, 4.129337, -2.984465], [7.314000, 4.948661, -4.224819], [6.736875, 6.218347, -4.800667], [6.066073, 5.790500, -5.999658], [5.319249, 6.871467, -6.579483], [3.428395, 0.088129, -4.645020], [2.606707, 1.609840, -4.355078], [3.765560, 1.103154, -3.209775], [6.165013, 1.823364, -5.969824], [5.909608, 0.586309, -4.654568], [7.581163, 2.307714, -4.121209], [6.315129, 2.126796, -2.914848], [8.064107, 4.580921, -4.964793], [7.869776, 5.178198, -3.306149], [7.557029, 6.939533, -4.946854], [5.993352, 6.669754, -4.051395], [4.468886, 7.160093, -5.888677], [4.865994, 6.522552, -7.488138], [5.963215, 7.751647, -6.719779], [6.131652, 1.903188, 4.989935], [5.021420, 0.978653, 4.685344], [5.442472, -0.372364, 4.857088], [4.230738, -1.194474, 4.664595], [3.392241, -0.771565, 3.508540], [3.428586, 0.215584, 3.336137], [3.804869, -1.129443, 2.635380], [1.978875, -1.295363, 3.422345], [1.082840, -0.386058, 4.196016], [1.252253, 0.880214, 3.602163], [0.309523, 1.808370, 4.202851], [7.105374, 1.497570, 4.527207], [6.285157, 1.828397, 6.017892], [5.813584, 2.893967, 4.675296], [5.730062, -0.601777, 5.981057], [6.188401, -0.624580, 4.164940], [3.567401, -1.120373, 5.555561], [4.386913, -2.202617, 4.377383], [1.952438, -2.300049, 3.924213], [1.739804, -1.276994, 2.370757], [1.374696, -0.358823, 5.268047], [0.071700, -0.700906, 4.015051], [-0.599251, 1.739633, 3.567008], [0.762625, 2.759337, 4.116217], [0.108844, 1.647114, 5.247446], [5.390543, 5.779969, 2.717657], [4.397597, 5.806817, 3.701929], [4.478676, 6.710157, 4.785292], [3.054170, 7.066921, 5.118238], [2.517929, 7.903631, 4.039885], [2.856078, 8.874743, 4.059463], [2.805609, 7.417360, 3.204177], [1.037785, 8.114612, 4.031295], [0.442010, 6.878916, 3.440364], [1.306579, 6.398969, 2.353509], [0.665339, 5.361168, 1.630506], [5.002375, 5.038434, 2.041425], [6.326207, 5.401656, 3.130913], [5.560214, 6.730621, 2.219705], [5.054993, 7.587802, 4.589659], [4.946096, 6.121744, 5.597218], [3.013484, 7.620269, 6.049671], [2.454044, 6.144977, 5.218939], [0.722563, 8.969152, 3.417612], [0.719086, 8.267638, 5.055070], [-0.570809, 7.065307, 3.144309], [0.391485, 6.105773, 4.199334], [0.082680, 5.793625, 0.794439], [-0.004618, 4.812038, 2.321243], [1.381589, 4.565779, 1.322024], [-3.689462, -2.378151, -0.614757], [-2.285268, -2.885419, -0.638000], [-1.262920, -1.820131, -0.207289], [-1.325409, -0.653431, -1.229107], [-0.435539, 0.520763, -0.994268], [-0.534068, 0.956159, 0.445260], [0.111768, 2.348197, 0.465890], [0.038411, 2.886833, -1.048161], [-0.763712, 1.800053, -1.739263], [1.005327, 0.176570, -1.394666], [-4.357311, -3.323404, -0.631076], [-4.015874, -1.748813, -1.408596], [-3.979384, -1.908065, 0.310784], [-2.053204, -3.184140, -1.653054], [-2.170048, -3.794350, 0.006298], [-0.295178, -2.329998, -0.100124], [-1.482661, -1.511413, 0.796848], [-2.333847, -0.276969, -1.179935], [-1.001995, -1.080570, -2.172010], [-0.133847, 0.142889, 1.035496], [-1.547871, 0.897768, 0.783631], [1.143301, 2.351410, 0.798799], [-0.624859, 2.931099, 1.051415], [1.021884, 3.000020, -1.479768], [-0.534442, 3.793601, -1.167226], [-0.575595, 1.609353, -2.848438], [-1.787169, 2.109531, -1.723923], [1.605367, 1.091737, -1.527589], [0.897423, -0.221212, -2.404030], [1.433207, -0.606026, -0.755065], [-5.487707, -5.765912, 4.710873], [-4.229705, -6.162463, 3.828248], [-3.571561, -7.430494, 4.415541], [-2.601138, -7.905028, 3.363699], [-1.736544, -9.174535, 3.775199], [-1.080080, -9.753713, 2.621989], [-0.626210, -11.165068, 2.994646], [-1.601289, -11.543812, 4.109519], [-2.522010, -10.323163, 4.397665], [-0.614522, -8.750473, 4.813746], [-6.204771, -6.575734, 4.876410], [-5.910705, -4.961904, 4.098876], [-5.191190, -5.421777, 5.708116], [-3.545809, -5.297693, 3.851265], [-4.651863, -6.392463, 2.814112], [-4.368898, -8.150234, 4.623529], [-3.072060, -7.127052, 5.342724], [-1.964714, -7.088668, 3.044407], [-3.197587, -8.164732, 2.531582], [-0.236009, -9.124447, 2.365291], [-1.822545, -9.865984, 1.808090], [0.400249, -11.102118, 3.280530], [-0.685357, -11.775598, 2.084093], [-0.956918, -11.833189, 4.967997], [-2.197523, -12.440046, 4.025807], [-2.745148, -10.045169, 5.425186], [-3.424855, -10.273869, 3.763870], [0.149520, -8.178420, 4.295163], [-0.201585, -9.673677, 5.138452], [-1.091166, -8.225582, 5.678191], [-5.070137, -3.093786, -5.442416], [-5.318112, -2.543673, -4.036383], [-4.613370, -1.214088, -3.818321], [-5.285352, -0.189971, -4.672201], [-5.230390, 1.232251, -4.151730], [-6.281736, 1.431437, -3.096915], [-7.423904, 2.119880, -3.850312], [-6.687405, 3.134553, -4.731007], [-5.621603, 2.291373, -5.239883], [-3.871517, 1.593097, -3.652924], [-5.720300, -3.961182, -5.500175], [-4.044602, -3.537726, -5.558023], [-5.266935, -2.393586, -6.259282], [-5.134601, -3.319808, -3.302928], [-6.399330, -2.302906, -3.975916], [-3.550849, -1.345692, -4.004029], [-4.678759, -0.988167, -2.741533], [-6.375129, -0.423601, -4.679596], [-5.023933, -0.197340, -5.742450], [-5.836739, 2.156301, -2.380802], [-6.474922, 0.470774, -2.623362], [-8.041465, 2.552161, -3.071107], [-7.942811, 1.348072, -4.398641], [-6.366112, 3.991166, -4.168039], [-7.331905, 3.484738, -5.563671], [-4.732706, 2.864440, -5.520008], [-6.001939, 1.718616, -6.100426], [-3.580271, 0.977923, -2.777185], [-3.930177, 2.630462, -3.379196], [-3.129416, 1.388301, -4.429518], [3.869917, 3.216950, 0.424079], [4.826809, 2.007883, 0.842385], [4.086271, 0.760276, 1.042035], [5.842327, 2.378749, 1.793191], [5.587496, 1.885205, -0.599918], [4.381735, 4.361079, -0.558355], [3.715352, 5.601418, -0.413612], [4.531451, 3.770604, -1.825455], [5.900131, 4.664989, -0.151528], [-0.273381, 0.442934, -7.348749], [0.924185, 0.127491, -6.800411], [-0.352312, 1.726397, -7.427200], [-0.340525, -0.103117, -8.615336], [-1.562431, -0.194360, -6.155102], [-1.163486, 0.402783, -4.883331], [-2.803941, 0.279168, -6.779892], [-1.463722, -1.711869, -6.111623], [-0.648708, -2.591300, -5.034215], [0.736062, -2.271946, -4.979054], [-1.481985, -2.822776, -3.810793], [-0.754585, -4.127481, -6.050795], [-2.116428, -4.467840, -6.046062], [-0.211503, -4.024274, -7.219127], [-0.150754, -5.101795, -5.392946], [2.699602, -5.174844, 1.603618], [3.597877, -5.969149, 2.336365], [2.630057, -3.975711, 2.169705], [3.117160, -4.920716, 0.374145], [0.989262, -5.913879, 1.662639], [0.155339, -5.013387, 0.883994], [1.164511, -7.308130, 1.250960], [0.737587, -5.954251, 3.162695], [-0.013427, -4.839398, 4.057164], [0.149586, -3.467458, 3.630501], [-1.350003, -5.257131, 4.512125], [0.875970, -4.941607, 5.604651], [2.196819, -4.824645, 5.251118], [0.569858, -3.865195, 6.296022], [0.629482, -6.054240, 6.273901], [-3.460064, 5.320662, -2.020053], [-2.455496, 4.571746, -2.692520], [-3.282156, 6.612669, -2.118048], [-4.589178, 5.004332, -2.831915], [-3.552079, 4.721502, -0.280419], [-2.148927, 4.602298, 0.057936], [-4.323890, 5.641675, 0.506949], [-4.202683, 3.390301, -0.498133], [-4.569962, 2.369957, 0.621231], [-4.377256, 1.073260, 0.116087], [-3.932221, 2.613809, 1.920840], [-6.399588, 2.504468, 0.919234], [-6.788510, 1.721011, 1.910316], [-6.606426, 3.849095, 1.305721], [-7.123369, 2.199629, -0.136349]],
  "atomic_forces_ev_per_a": [[-1.555, -1.072, 1.044], [-0.230, 0.791, -0.709], [0.459, 0.887, -0.567], [1.223, -0.734, 0.280], [2.375, 0.101, 0.059], [-2.058, 0.291, -1.387], [-0.553, 0.229, -0.058], [1.300, -0.177, 0.208], [-1.530, -0.363, 0.572], [0.361, 1.054, 0.714], [-0.687, 0.312, 1.421], [0.531, 0.661, -0.129], [-0.489, 0.101, -0.209], [0.496, -0.018, 0.057], [0.033, -0.356, 0.588], [0.342, -0.311, -0.189], [-0.132, 0.320, 0.213], [-0.111, -0.066, 0.073], [-0.879, -0.362, 0.555], [-0.238, -0.232, -0.128], [-0.330, -0.152, -0.275], [0.786, -0.379, -1.050], [0.883, -0.213, -0.580], [0.132, -0.116, -0.487], [-0.190, -0.282, -0.215], [0.058, -1.934, -1.985], [1.350, 0.252, 0.227], [-0.915, 0.946, 2.838], [-2.511, -0.014, 0.285], [0.321, -0.733, -1.806], [-0.248, 1.218, 0.309], [0.328, 0.127, 0.408], [0.626, -0.772, 1.848], [0.666, 0.374, -0.449], [-0.378, 0.797, 1.247], [-0.104, -0.813, -1.915], [-1.509, 1.007, 0.146], [0.213, 0.300, 1.949], [0.292, -0.156, -0.163], [0.102, 0.551, -2.194], [1.479, -0.298, -0.808], [0.470, -0.224, -0.593], [0.694, -1.237, 0.677], [0.121, 0.831, -1.125], [-0.262, -0.423, -0.191], [-0.475, -0.105, -0.392], [-0.654, -0.493, 0.513], [0.191, 0.309, 0.784], [0.291, 1.172, -0.265], [-0.085, -0.535, 0.408], [0.472, -0.584, 0.159], [-1.195, 0.773, 0.207], [0.108, -2.029, 0.263], [0.178, -0.401, 1.277], [-0.573, 1.795, 0.298], [0.788, -0.671, 0.002], [-0.072, -0.176, -1.241], [-0.338, -0.405, -0.621], [0.800, -1.365, -0.619], [-0.758, 1.144, 1.458], [-0.497, -1.097, 0.015], [0.212, -0.033, -0.451], [0.227, 0.079, -0.031], [-0.106, 0.247, -0.064], [0.639, 0.701, -0.325], [-0.205, 0.775, 0.163], [-0.144, 0.095, 0.182], [0.188, 0.537, -0.256], [0.784, 0.004, 0.202], [-0.111, 0.076, 0.140], [-0.559, 0.132, -0.567], [-0.003, -0.432, 0.145], [0.310, -0.513, 0.356], [-0.068, 0.346, -0.419], [-0.100, 1.101, -0.102], [-2.054, -2.661, 0.946], [0.864, -0.148, 0.279], [0.497, -0.318, -0.311], [0.571, -0.981, 0.436], [0.495, 0.344, 0.704], [1.255, -0.454, -0.538], [-1.510, 0.491, -0.849], [-0.149, -1.130, 0.889], [0.809, -0.570, -2.347], [-0.735, 0.014, -0.607], [0.714, 1.497, -0.263], [0.194, 0.302, -0.494], [0.137, 0.408, 0.501], [0.192, -0.261, -0.152], [-0.050, 0.868, -0.431], [0.108, 0.341, -0.505], [-0.463, 0.412, 0.566], [-0.382, 0.210, -0.469], [-0.662, 0.166, -0.467], [1.040, 0.189, 0.236], [-1.042, 0.654, -0.462], [-0.072, 0.062, 0.416], [1.053, 0.206, 0.022], [0.313, 0.161, 0.019], [0.213, 0.315, 0.329], [0.131, 0.281, 1.381], [-1.007, -0.615, 0.709], [-0.204, -0.554, 0.751], [0.068, -0.213, -0.012], [-0.169, 0.553, 0.019], [1.156, 0.125, -0.946], [-1.774, -0.425, 1.088], [0.257, 0.948, -0.096], [0.573, -1.102, 1.415], [0.440, 2.312, 2.019], [0.275, -0.647, -1.551], [-1.141, 0.543, -1.051], [0.454, -0.463, 1.879], [0.469, 0.899, -1.526], [-1.885, 0.259, -0.645], [0.097, 0.054, -0.412], [-0.528, 0.003, 0.743], [0.026, 0.205, -0.302], [-0.221, -0.609, -0.451], [0.707, 0.382, 0.628], [0.249, -0.095, 0.028], [-0.078, -0.241, -0.056], [0.618, -0.196, 0.230], [-0.363, -0.880, -1.148], [-0.149, 0.246, -0.598], [0.397, 0.580, 0.324], [0.614, -0.421, 0.559], [0.009, -0.030, 0.439], [-0.632, 0.604, -0.021], [-0.234, -0.161, -0.775], [-0.053, -0.375, -0.021], [0.050, -0.755, 0.596], [-0.245, 0.321, 0.010], [0.420, -0.710, 0.425], [0.419, -0.304, -0.985], [0.836, -1.231, 0.406], [-0.842, 0.534, -1.083], [0.482, -0.685, 1.159], [-1.542, 0.611, -0.949], [0.401, 0.559, -0.639], [0.696, 1.028, 0.171], [0.391, -0.187, 1.486], [-2.388, -0.043, 0.311], [1.829, -1.396, -1.423], [0.387, -0.924, 0.230], [-0.295, -0.073, -0.603], [-0.842, 0.876, 0.150], [-0.019, -0.154, 0.178], [0.413, 0.129, 0.264], [0.277, -0.386, 0.193], [0.236, 0.217, -0.268], [-0.299, 0.444, -0.543], [0.535, 0.223, 0.029], [0.557, 0.106, 0.622], [-0.378, -0.635, -0.192], [-0.170, 0.196, 0.099], [-0.557, 0.137, -0.273], [-0.510, 0.111, -0.416], [0.227, 0.307, 0.336], [0.413, -0.106, 0.497], [0.024, -0.529, -0.081], [0.452, 0.116, 0.263], [-0.543, 0.388, -0.398], [0.273, 0.399, 0.166], [-0.263, 0.270, 0.033], [0.176, 0.357, 0.983], [-0.277, 0.244, -0.774], [1.023, 1.949, -0.327], [-0.772, -0.625, -0.806], [0.123, -1.163, 1.403], [-0.064, -0.812, 2.024], [-0.243, -0.139, 0.263], [0.121, 0.093, -2.726], [-0.290, -0.008, 0.104], [0.550, -2.359, -0.254], [-0.235, -0.015, -0.578], [-0.221, 1.580, -0.351], [-0.018, 0.647, 1.833], [-1.085, 1.691, -0.361], [-0.137, 0.213, -0.443], [1.331, -0.634, 0.953], [0.142, -1.336, 0.051], [-3.067, 0.112, 0.454], [0.745, 0.157, 0.823], [2.295, 0.519, -2.431], [-2.053, -0.674, 2.097], [1.990, 0.365, -0.991], [-0.395, 0.223, -0.877], [0.387, -0.396, 0.277], [0.401, -0.896, 0.526], [-1.387, 1.531, -1.620], [0.237, 0.561, 1.024], [0.395, -0.995, -0.067], [0.375, -1.568, -3.054], [0.857, -0.728, 0.800], [-0.229, 1.826, 0.077], [-1.523, 1.126, 3.496], [-2.282, -0.708, -0.783], [-0.102, -0.661, -0.024], [1.693, 0.369, -1.053], [1.687, 0.238, -1.057], [-0.412, -0.490, 0.953], [-0.203, 0.053, 0.859], [0.448, 0.337, 0.096], [-0.928, -1.952, -3.201], [-1.089, 1.715, 1.291], [0.494, -0.455, 0.111], [1.417, 0.622, 1.816], [1.421, 2.822, 1.954], [-0.187, 0.314, -0.183], [0.255, 0.118, -0.772], [-1.713, -2.383, -1.113], [1.333, 0.813, 3.183], [-0.119, -2.463, -1.339], [-1.109, 0.288, -1.720], [0.199, 2.380, 1.258], [0.322, 0.136, 0.000], [-0.061, -2.385, -0.889], [-0.061, 0.350, -0.462]]
}